Run a
15
Properties=species:S:1:pos:R:3:nbo_charge:R:1 method="wB97M-V/def2-TZVPD" total_charge=-1 lumo_energy_ev=2.7 homo_lumo_gap_ha=0.306
C -0.04980 -2.20906 -0.04008 0.11
C 0.84022 0.40800 -1.22777 -0.74
C 0.79181 0.24603 1.37656 -0.75
C 0.12267 0.12383 0.05439 0.10
N 0.16489 -3.28696 -0.36488 -0.58
O -2.35306 0.29348 1.24197 -1.00
O -1.66680 1.93677 -0.44554 -1.00
O -2.22751 -0.32411 -1.12949 -0.99
S -1.71930 0.54754 -0.06954 2.36
H 2.02247 0.44629 -1.08300 0.19
H 0.58181 -0.30437 -2.01458 0.28
H 0.68836 1.50946 -1.50127 0.27
H 0.15737 0.62915 2.03175 0.24
H 1.72727 0.79548 1.40737 0.21
H 0.91961 -0.81154 1.76411 0.29

---

Run b
15
Properties=species:S:1:pos:R:3:nbo_charge:R:1 method="wB97M-V/def2-TZVPD" total_charge=-1 lumo_energy_ev=3.5 homo_lumo_gap_ha=0.291
C 0.46585 2.29385 2.92575 0.11
C 0.51353 0.85115 0.74894 0.79
C -0.50835 -1.92829 -2.26513 -0.62
C -0.40777 -0.94756 -1.10453 -0.07
N 1.40575 0.25279 0.02181 -0.36
O -0.68875 0.99007 0.78617 -0.72
O 1.18826 1.64838 2.05624 -0.56
O 0.91316 -0.44659 -1.10865 -0.42
S 1.09250 3.09971 4.19925 -0.27
H -0.61926 2.27220 2.76487 0.17
H -1.52258 -2.31791 -2.33295 0.20
H -0.25325 -1.42522 -3.19319 0.20
H 0.18386 -2.75163 -2.11501 0.20
H -0.62440 -1.45387 -0.15436 0.16
H -1.13856 -0.13708 -1.22921 0.18

---

The data favor run b; the next most stable structure lies 0.0198 hartree above it.

---

Run a
10
Properties=species:S:1:pos:R:3:nbo_charge:R:1 method="wB97M-V/def2-TZVPD" lumo_energy_ev="0.4 / 0.0" homo_lumo_gap_ha="0.277 / 0.285"
C -0.12704 -1.34926 0.04845 0.07
C 2.00680 -0.30317 -0.09356 0.24
N 1.15876 -1.14885 -0.01754 -0.47
N -0.99243 -0.27514 -0.05748 -0.30
N -0.48976 0.95302 -0.08119 -0.06
O -1.64544 1.77307 0.07016 -0.59
S 3.41631 0.41970 -0.00106 0.00
H -0.24706 -2.37596 0.01553 0.22
H -1.94937 -0.28140 -0.00207 0.41
H -1.13077 2.58800 0.11877 0.49

---

Run b
10
Properties=species:S:1:pos:R:3:nbo_charge:R:1 method="wB97M-V/def2-TZVPD" lumo_energy_ev="-0.5 / -0.5" homo_lumo_gap_ha="0.316 / 0.316" smiles="CN=C=NSN=O"
C -1.54795 -1.77691 -0.06699 0.65
C 0.34418 -0.45310 -0.39823 -0.43
N -2.48756 -2.49773 -0.37507 -0.71
N -0.93952 -0.77957 0.08683 -0.39
N -3.04052 -0.30258 -1.22710 -0.18
O -3.43783 0.69914 -1.88179 -0.34
S -3.65774 -1.76133 -1.40364 0.76
H 0.13241 0.39434 -1.10064 0.23
H 1.22468 -0.25128 0.29735 0.22
H 0.64985 -1.30782 -0.96892 0.19

---

The data favor run a; the next most stable structure lies 0.0133 hartree above it.

---

Run a
14
Properties=species:S:1:pos:R:3:nbo_charge:R:1 method="wB97M-V/def2-TZVPD" lumo_energy_ev=0.4 homo_lumo_gap_ha=0.347
C 1.20102 -0.45871 -1.14759 -0.97
C 0.21842 1.97858 -0.53920 -0.86
N -0.57427 -2.04552 0.70092 -0.52
N -1.40923 -1.17042 1.02741 0.56
O -2.35817 -1.27656 1.75945 -0.40
O -1.21052 -0.00608 0.31376 -0.58
O 1.16117 0.28340 1.39341 -0.87
S 0.62166 0.36742 0.10336 2.00
H 1.92466 -1.17490 -0.99604 0.25
H 0.48658 -0.53791 -1.85950 0.23
H -0.29042 2.65262 0.12631 0.26
H 1.22159 2.54608 -0.75280 0.27
H -0.42689 1.77105 -1.45119 0.27
H -0.56558 -2.92904 1.32172 0.36

---

Run b
14
Properties=species:S:1:pos:R:3:nbo_charge:R:1 method="wB97M-V/def2-TZVPD" lumo_energy_ev="-1.7 / -1.7" homo_lumo_gap_ha="0.244 / 0.244"
C -1.13426 0.73868 -1.41392 0.24
C 1.18296 0.77160 -0.73202 -0.44
N 0.13369 1.04018 -1.71689 -0.61
N -1.41092 0.11529 -0.38090 -0.75
O 0.24227 -0.51282 2.92432 -0.83
O 0.91444 -1.97672 1.12207 -0.84
O -1.38230 -2.06646 1.90054 -0.83
S -0.12417 -1.44796 1.87980 2.41
H 1.53681 -0.21616 -0.84531 0.20
H 2.13128 1.52175 -0.66293 0.22
H 0.76298 0.86594 0.25737 0.19
H 0.36534 1.39899 -2.62904 0.41
H -2.46202 0.01449 -0.07256 0.42
H -0.75609 -0.24680 0.36947 0.23

---

The data favor run b; the next most stable structure lies 0.1312 hartree above it.

---

Run a
9
Properties=species:S:1:pos:R:3:nbo_charge:R:1 method="wB97M-V/def2-TZVPD" lumo_energy_ev=-0.2 homo_lumo_gap_ha=0.323 smiles="C1CSP=N1"
C 0.38065 0.79984 -0.13727 -0.25
C 0.51536 -0.70388 0.25278 -0.55
N 1.59726 1.39737 -0.01822 -0.87
P 2.94315 0.65016 0.11064 0.94
S 2.14661 -1.30263 -0.13734 -0.13
H 0.02590 0.79451 -1.07835 0.20
H -0.42340 1.08634 0.53652 0.21
H 0.42401 -0.96848 1.27768 0.21
H -0.15460 -1.45515 -0.32623 0.23

---

Run b
9
Properties=species:S:1:pos:R:3:nbo_charge:R:1 method="wB97M-V/def2-TZVPD" lumo_energy_ev="-1.3 / -0.8" homo_lumo_gap_ha="0.241 / 0.269"
C -1.33925 0.03896 1.03915 -0.63
C 0.99095 -0.64430 -0.16885 -0.90
N 0.12610 1.84853 -1.71222 -0.98
P 1.33435 1.00458 -1.62247 0.87
S 0.27173 -0.16425 1.30999 0.68
H -1.92142 0.46211 1.83513 0.23
H -1.81335 -0.21924 0.11136 0.23
H 0.37131 -1.27521 -0.79564 0.25
H 1.97957 -1.05120 0.00355 0.24

---

The data favor run a; the next most stable structure lies 0.1153 hartree above it.